Entry from the Open Molecules 2025 dataset: C7H34AsF6N14O10 as an isolated structure at a distorted geometry (ωB97M-V with the def2-TZVPD basis set).

Geometry as XYZ:
```
72
Properties=species:S:1:pos:R:3:forces:R:3
As 1.3376 0.8808 0.3102 -1.23 1.87 -0.11
F 0.3779 2.1434 1.1283 1.27 -0.70 -0.33
F 2.6959 0.8848 1.4708 -1.28 0.29 -0.73
F 2.1047 -0.3676 -0.5580 0.20 -0.41 -0.26
F -0.0123 0.8717 -0.9200 1.27 -0.22 1.01
F 2.2123 2.1638 -0.6989 -1.10 -1.60 1.33
F 0.4532 -0.3017 1.3424 0.78 0.71 -0.95
C 1.2255 -7.9743 2.1934 0.54 -1.14 2.53
O 1.9614 -7.4099 2.9544 2.27 0.37 1.86
N 0.8694 -9.2473 2.2708 0.51 -2.79 0.77
N 0.5393 -7.3050 1.3706 -2.65 3.37 -4.20
H 1.4824 -9.7472 2.8988 -0.41 -0.59 -0.38
H 0.3322 -9.6860 1.5366 0.35 -0.19 0.43
H 0.8436 -6.3431 1.4177 -0.61 0.14 -0.97
H 0.0773 -7.7691 0.6017 -0.02 0.86 -0.04
C -6.6140 3.0166 -2.3069 1.41 -2.18 -1.06
O -7.5782 3.1908 -1.6776 -4.34 0.75 3.80
N -6.2243 3.8261 -3.2341 1.64 2.99 -2.87
N -5.8863 1.8902 -2.3120 0.85 -1.96 0.67
H -5.5081 3.4706 -3.8511 -0.18 1.08 -0.21
H -6.6105 4.7589 -3.2044 0.36 -0.25 -0.57
H -6.1498 1.2181 -1.6056 0.47 -0.01 -0.23
H -4.9523 1.9207 -2.6951 -0.17 -0.42 0.47
C 4.3201 -2.4570 -7.2005 -1.59 3.55 3.22
O 4.1543 -3.3641 -7.8804 -0.17 -6.23 -5.14
N 5.4626 -1.9316 -6.8772 4.45 1.29 0.57
N 3.2537 -1.8963 -6.6158 -2.21 1.50 1.10
H 6.2671 -2.3556 -7.3166 -0.06 0.19 0.27
H 5.6148 -1.1222 -6.2926 -0.26 -0.30 -0.22
H 3.3129 -1.0301 -6.0998 -0.12 -0.10 -0.22
H 2.4172 -2.0615 -7.1572 -0.05 0.13 0.45
C -1.2867 -2.7755 6.9901 -4.00 -1.15 3.26
O -2.1502 -3.2941 7.7234 1.38 -0.09 -0.24
N -0.8274 -3.2446 5.8897 1.03 -3.33 -4.94
N -0.7830 -1.6049 7.1887 1.11 4.33 2.36
H -0.7774 -2.5424 5.1654 0.41 -0.58 -0.36
H -1.1941 -4.1463 5.6201 -0.08 0.23 -0.27
H -0.9562 -1.2349 8.1125 -0.01 0.61 -0.53
H -0.3696 -1.0713 6.4374 0.20 0.01 0.69
C -1.6192 7.3358 -1.0292 1.76 2.95 -4.28
O -0.5051 7.6640 -1.3260 2.48 0.13 -0.87
N -1.9975 6.7991 0.0132 -0.93 -4.32 8.66
N -2.6897 7.5866 -1.7401 -2.62 1.50 -3.42
H -1.2697 6.4542 0.6226 -0.56 0.11 0.45
H -2.9688 6.8891 0.2750 0.68 -0.62 0.63
H -2.5321 7.8302 -2.7075 -0.70 0.04 0.24
H -3.5531 7.2722 -1.3206 -0.10 0.19 -1.43
C -3.1069 -3.4443 -1.0636 -0.88 -1.37 -1.82
O -3.8058 -4.2016 -1.6699 -1.86 -2.19 -1.74
N -1.8773 -3.1800 -1.4298 3.17 1.97 0.77
N -3.6105 -2.8130 -0.0309 -1.28 1.65 3.20
H -1.6130 -2.3607 -0.9016 1.20 0.17 -0.56
H -1.5404 -3.2155 -2.3814 -0.50 -0.27 0.23
H -3.0800 -2.3781 0.7104 0.01 -0.05 -0.25
H -4.5296 -3.1631 0.1990 0.24 0.17 0.19
C 2.2274 3.4643 6.8614 -3.62 1.26 1.88
O 1.3751 4.0328 7.5706 1.31 0.27 -0.92
N 2.7991 2.3643 7.1503 2.46 -5.40 3.64
N 2.5908 3.6826 5.6367 -0.59 4.05 -3.24
H 3.4964 2.0739 6.4798 0.12 -0.72 1.30
H 2.7613 2.0444 8.1075 0.25 -0.33 -0.36
H 2.2139 4.5830 5.3773 0.49 -0.34 -1.61
H 3.1053 2.9706 5.1382 -0.47 1.18 -0.73
O 6.5519 -2.3439 -1.4349 0.30 0.00 -0.12
H 6.2217 -2.3530 -0.5366 -0.11 0.07 0.24
H 5.8320 -2.6956 -1.9588 -0.21 -0.05 -0.13
O -1.1879 3.1876 -4.6641 -0.32 0.02 -0.20
H -0.3465 3.6290 -4.7800 0.25 0.12 -0.03
H -1.0887 2.6914 -3.8516 0.09 -0.16 0.29
O 3.1769 3.7452 -5.4030 -0.14 -0.10 -0.23
H 3.9459 4.2883 -5.5761 0.16 0.15 -0.06
H 3.1887 3.6072 -4.4559 -0.05 -0.09 0.34
```
Positions in Å, forces in eV/Å.

- Relative energy (zero: lowest compared OMol25 entry of this formula, charge and spin): 179.9 kcal per mole
- Net charge: -1
- Electronic energy: -126298.183 eV